Density functional theory data (the ωB97M-V functional and the def2-TZVPD basis) for 16 unconnected molecules or ions with the total composition C90H168Cl5N15O14.

Each line ends with the Löwdin charge.
Positions of all 292 atoms, in Å:
C -4.48964 -2.69535 0.52140  0.05
N -3.10841 -2.11173 0.22225  -0.06
C -2.09209 -2.54420 1.00342  0.01
C -0.86415 -1.92227 0.84881  0.02
C -0.58326 -0.83435 0.01629  -0.06
C -1.68821 -0.40219 -0.82167  0.06
C -2.97554 -0.98801 -0.59173  0.01
C 0.73060 -0.09916 0.13449  -0.16
C 1.79789 -0.55323 0.76559  -0.01
C 2.98014 0.20007 0.83111  0.05
N 3.04742 1.48069 0.34747  -0.04
C 1.94460 2.02240 -0.16147  0.00
C 0.76672 1.26570 -0.26263  0.02
C 4.35711 2.13206 0.33666  -0.05
H -4.91896 -2.16663 1.37242  0.08
H -4.42153 -3.77332 0.66779  0.10
H -5.10900 -2.45812 -0.34360  0.07
H -2.23797 -3.38886 1.66043  0.12
H -0.10623 -2.17628 1.57506  0.03
H -1.65044 0.42193 -1.51866  0.06
H -3.76255 -0.71248 -1.27810  0.11
H 1.78305 -1.54317 1.19711  0.07
H 3.88612 -0.07331 1.35155  0.12
H 2.03168 3.03302 -0.53222  0.07
H -0.05922 1.77422 -0.73762  0.01
H 4.42887 2.55016 1.34073  0.03
H 4.29283 3.01678 -0.29675  0.06
H 5.13242 1.46587 -0.04173  0.05
C -2.81905 7.54846 -3.40336  0.03
N -1.41528 7.13583 -3.62593  -0.07
C -1.03405 6.69730 -4.78232  -0.03
C 0.26316 6.24844 -4.96492  0.06
C 1.19316 6.17984 -3.90709  -0.09
C 0.67474 6.59161 -2.62926  0.06
C -0.64709 7.00508 -2.48858  0.03
C 2.62623 5.82001 -4.05894  -0.10
C 3.28873 4.92856 -3.18396  0.05
C 4.65084 5.07717 -3.08696  0.00
N 5.42068 5.71782 -4.01137  -0.07
C 4.83378 6.42185 -5.02612  0.06
C 3.43608 6.53969 -5.03647  0.09
C 6.84705 5.67907 -3.92427  0.04
H -2.86942 8.38689 -2.70867  0.11
H -3.43631 6.77721 -2.94263  0.08
H -3.33347 7.78502 -4.33476  0.12
H -1.67552 6.66830 -5.65069  0.15
H 0.41746 5.78580 -5.92853  0.14
H 1.25250 6.53333 -1.71865  0.06
H -1.18228 7.24158 -1.58082  0.13
H 2.64792 4.43262 -2.46996  0.10
H 5.28279 4.45559 -2.46998  0.11
H 5.48150 6.84304 -5.78074  0.16
H 2.92617 7.22398 -5.69839  0.13
H 7.10305 4.64622 -4.16051  0.13
H 6.99380 5.84286 -2.85669  0.09
H 7.36470 6.37448 -4.58499  0.13
C -8.79944 -1.29721 4.86592  0.07
N -7.47441 -0.67249 5.21061  -0.04
C -7.46854 0.35437 6.00514  0.04
C -6.31633 1.10024 6.24891  0.09
C -5.12104 0.76428 5.59762  -0.10
C -5.08911 -0.42628 4.82144  0.07
C -6.33575 -1.06656 4.59231  0.01
C -4.04837 1.74327 5.77919  -0.12
C -4.25531 3.10475 6.09157  0.06
C -3.22042 3.94693 6.46992  0.10
N -1.91053 3.43163 6.45509  -0.04
C -1.67564 2.17994 6.04802  0.00
C -2.72659 1.41482 5.61389  0.01
C -0.74992 4.29573 6.82178  0.05
H -8.67275 -2.28933 4.43263  0.08
H -9.30477 -0.67903 4.12390  0.11
H -9.41831 -1.49657 5.74077  0.14
H -8.43478 0.70216 6.33958  0.18
H -6.35634 1.88111 6.99392  0.15
H -4.23031 -0.81484 4.29429  0.11
H -6.29909 -1.93110 3.94607  0.13
H -5.26247 3.48129 6.19278  0.14
H -3.32797 4.93845 6.88432  0.17
H -0.67695 1.78993 6.17811  0.15
H -2.45464 0.39606 5.38026  0.12
H -0.64369 4.28102 7.90649  0.13
H -0.79032 5.31782 6.44522  0.11
H 0.18863 3.89781 6.43592  0.10
C -3.53764 7.00079 0.64646  0.06
N -2.73562 5.86104 1.18689  -0.06
C -1.87590 6.08539 2.23682  0.04
C -1.14799 5.04914 2.83923  0.06
C -1.11556 3.74702 2.20016  -0.10
C -1.86967 3.63124 1.02059  0.04
C -2.63903 4.68009 0.47017  0.05
C -0.21967 2.68436 2.78903  -0.14
C -0.64960 1.38199 2.86441  -0.03
C 0.17513 0.41989 3.43211  -0.03
N 1.38595 0.73423 3.96498  -0.06
C 1.96834 1.94680 3.73640  0.05
C 1.15389 2.94411 3.12858  0.07
C 2.15376 -0.37451 4.64963  0.07
H -4.52156 6.76227 1.05032  0.12
H -3.52877 7.04707 -0.44252  0.08
H -3.21742 7.95989 1.05350  0.12
H -1.90952 7.06159 2.69758  0.16
H -0.55035 5.30040 3.70298  0.12
H -1.78574 2.65031 0.57660  0.10
H -3.31871 4.60303 -0.36559  0.13
H -1.65460 1.08413 2.60432  0.12
H -0.03385 -0.62843 3.58626  0.13
H 2.89071 2.17467 4.24993  0.12
H 1.50968 3.95644 3.00610  0.09
H 3.13360 -0.04792 4.99799  0.11
H 2.17099 -1.15949 3.89359  0.06
H 1.43464 -0.70096 5.40089  0.11
C -2.64057 -0.75508 -4.14530  -0.04
O -3.85942 0.04458 -4.15580  -0.23
C -4.78541 -0.40374 -5.15813  -0.18
C -5.15206 -1.87029 -5.27003  -0.08
N -5.73281 -2.34842 -3.97181  0.06
H -4.93276 -2.57841 -3.39988  0.15
H -6.13409 -1.56184 -3.48155  0.17
C -6.61649 -3.64672 -3.89643  -0.02
C -7.08534 -3.90697 -2.49163  -0.19
O -7.50873 -5.28651 -2.41367  -0.18
C -6.46692 -6.24348 -2.28681  -0.07
H -1.77143 -0.09824 -4.10963  0.08
H -2.67452 -1.43501 -4.99656  0.10
H -2.57513 -1.45198 -3.30975  0.07
H -4.21221 -0.27335 -6.07604  0.11
H -5.73184 0.12818 -5.06098  0.14
H -4.41722 -2.58724 -5.63622  0.15
H -6.04824 -1.98211 -5.88032  0.15
H -6.06267 -4.49977 -4.28848  0.14
H -7.36592 -3.41225 -4.65241  0.15
H -7.88452 -3.27081 -2.11123  0.13
H -6.34692 -3.77522 -1.70076  0.09
H -6.96458 -7.19648 -2.10733  0.10
H -5.75954 -6.09548 -1.47083  0.08
H -5.88640 -6.37299 -3.20021  0.10
C 6.96743 -7.50244 -1.56027  -0.06
O 7.77734 -6.38467 -1.10071  -0.18
C 7.00935 -5.26270 -0.60877  -0.20
C 7.67476 -4.07671 -1.23730  -0.05
N 6.69439 -3.55879 -2.35632  0.07
H 7.27646 -3.17835 -3.08882  0.16
H 6.13485 -4.30717 -2.73967  0.17
C 5.80035 -2.41686 -1.97619  -0.08
C 4.89885 -2.69783 -0.69879  -0.16
O 5.86896 -2.67015 0.31768  -0.24
C 5.44810 -3.05770 1.64047  -0.05
H 7.60110 -8.31412 -1.91765  0.10
H 6.28843 -7.25505 -2.37628  0.08
H 6.42490 -7.98510 -0.74737  0.09
H 7.26825 -5.34204 0.44706  0.14
H 5.91940 -5.25833 -0.59958  0.12
H 8.51437 -4.40486 -1.85007  0.12
H 7.95140 -3.18305 -0.67789  0.11
H 5.25606 -2.33488 -2.91699  0.13
H 6.49821 -1.57983 -1.99776  0.09
H 4.29046 -3.58435 -0.87775  0.13
H 4.23684 -1.84159 -0.56956  0.10
H 4.45619 -2.63576 1.80227  0.05
H 6.10694 -2.64325 2.40353  0.10
H 5.43181 -4.13923 1.77507  0.09
C -4.85986 2.36685 -1.74305  -0.07
O -4.83848 3.41479 -2.72183  -0.19
C -5.59835 3.25710 -3.86831  -0.23
C -4.85621 3.60187 -5.07762  -0.06
N -3.44730 2.92776 -5.15901  0.08
H -2.94303 3.04106 -4.29126  0.01
H -3.59257 1.93197 -5.24500  0.10
C -2.56445 3.35252 -6.37692  -0.07
C -3.12408 2.74046 -7.61914  -0.20
O -3.26422 1.33957 -7.41632  -0.23
C -3.32232 0.60161 -8.63175  -0.04
H -4.40702 1.45476 -2.13179  0.06
H -5.92019 2.13378 -1.64569  0.09
H -4.51468 2.71957 -0.77118  0.07
H -6.44946 3.93497 -3.80343  0.16
H -5.94594 2.22511 -3.91619  0.12
H -4.74483 4.68297 -5.16083  0.14
H -5.35687 3.37410 -6.01867  0.14
H -1.62653 2.85161 -6.13715  0.12
H -2.43787 4.42953 -6.26684  0.12
H -2.37385 3.02935 -8.35519  0.15
H -4.05715 3.24045 -7.87890  0.14
H -3.38002 -0.45659 -8.37679  0.09
H -2.44480 0.84916 -9.22904  0.11
H -4.25876 0.85837 -9.12699  0.11
C 7.86472 -0.21484 0.61254  -0.12
O 8.62050 -0.85396 -0.35602  -0.20
C 9.22269 0.10892 -1.17473  -0.20
C 9.93765 -0.70818 -2.26249  -0.05
N 11.06490 -1.64294 -1.71052  0.08
H 11.73812 -1.07149 -1.22031  0.19
H 10.57092 -2.23877 -1.06162  0.13
C 11.69427 -2.53154 -2.77929  -0.04
C 12.04727 -3.82017 -2.00060  -0.14
O 10.92708 -4.17992 -1.15631  -0.24
C 11.14768 -5.33942 -0.43899  -0.10
H 7.22549 0.58369 0.23593  0.07
H 8.56018 0.17441 1.35611  0.10
H 7.37806 -0.99030 1.20409  0.07
H 9.86515 0.82529 -0.66271  0.14
H 8.45700 0.61239 -1.76492  0.11
H 10.46568 -0.11467 -3.00884  0.14
H 9.29816 -1.37395 -2.84206  0.12
H 12.60124 -2.06762 -3.16695  0.15
H 11.00543 -2.68896 -3.60925  0.13
H 12.95050 -3.77970 -1.39177  0.14
H 12.33241 -4.68694 -2.59685  0.14
H 12.01829 -5.28160 0.21431  0.11
H 11.38729 -6.14210 -1.13641  0.11
H 10.31147 -5.69624 0.16228  0.09
C -7.92631 -0.91376 1.46526  -0.05
O -8.26835 -2.29798 1.83097  -0.24
C -9.60535 -2.61355 1.55924  -0.20
C -10.03450 -3.91445 2.35609  0.00
N -8.99932 -5.07411 2.11057  0.10
H -8.07736 -4.96874 2.50930  0.16
H -9.39954 -5.86571 2.59359  0.17
C -8.75213 -5.43426 0.63381  -0.09
C -9.80669 -6.33707 -0.05073  -0.20
O -9.92305 -7.50354 0.68034  -0.15
C -9.03019 -8.53315 0.27683  -0.05
H -6.87340 -0.76288 1.70344  0.06
H -8.54481 -0.25500 2.07484  0.09
H -8.07451 -0.65620 0.41655  0.10
H -9.73996 -2.79945 0.49368  0.12
H -10.31871 -1.81939 1.77951  0.14
H -11.06865 -4.16869 2.12373  0.15
H -10.01735 -3.95546 3.44518  0.12
H -7.85128 -6.04776 0.64800  0.12
H -8.58697 -4.49748 0.10158  0.10
H -9.66021 -6.44520 -1.12542  0.14
H -10.75635 -5.80918 0.03629  0.14
H -9.37863 -9.55281 0.44108  0.12
H -8.17611 -8.41393 0.94349  0.08
H -8.77704 -8.46409 -0.78111  0.09
C -1.95140 -6.57007 -0.01458  -0.07
O -2.15688 -5.87276 1.17353  -0.25
C -3.07855 -6.48419 2.06835  -0.16
C -2.92014 -5.77600 3.48014  -0.06
N -1.43021 -5.56287 3.73567  0.05
H -0.99619 -5.34328 2.85051  0.09
H -1.37528 -4.69510 4.24954  0.13
C -0.72418 -6.60271 4.65115  -0.02
C -0.84778 -8.06680 4.04583  -0.16
O -0.62632 -8.10316 2.66144  -0.23
C 0.73204 -8.07025 2.30435  -0.06
H -1.38286 -7.44522 0.30000  0.10
H -1.35888 -5.99804 -0.72859  0.10
H -2.89113 -6.79510 -0.51894  0.09
H -2.87643 -7.54305 2.22980  0.13
H -4.11069 -6.47405 1.71809  0.12
H -3.39295 -6.28384 4.32077  0.14
H -3.26000 -4.76909 3.72249  0.10
H -1.17996 -6.46287 5.63136  0.13
H 0.30698 -6.30400 4.83983  0.12
H -1.84888 -8.47879 4.17296  0.13
H -0.20775 -8.80601 4.52754  0.15
H 1.28811 -7.18993 2.62675  0.07
H 0.66590 -8.07645 1.21637  0.10
H 1.17330 -8.96073 2.75202  0.11
C 8.21135 4.79128 4.75203  -0.07
O 7.45373 5.86122 4.20706  -0.20
C 6.02811 5.65391 4.41849  -0.18
C 5.24023 5.16567 3.20816  -0.10
N 5.50252 6.09892 1.99166  0.06
H 4.84378 5.79143 1.29050  -0.01
H 5.15913 7.03384 2.15931  0.16
C 6.92100 6.17096 1.44733  -0.07
C 6.95245 5.82973 -0.08968  -0.19
O 5.79197 6.32695 -0.70995  -0.26
C 5.81620 7.73716 -0.78265  -0.07
H 9.28230 4.99316 4.77187  0.11
H 8.00572 3.90609 4.15017  0.07
H 7.94996 4.66536 5.80270  0.10
H 5.64788 6.63963 4.68662  0.13
H 5.77629 5.01214 5.26278  0.13
H 4.17180 5.27330 3.39521  0.10
H 5.49655 4.15278 2.89759  0.06
H 7.44386 5.37918 1.98380  0.12
H 7.38960 7.14490 1.58858  0.14
H 7.12221 4.75661 -0.00190  0.13
H 7.88112 6.16443 -0.55188  0.14
H 4.88201 8.21430 -1.07885  0.10
H 6.62875 8.03111 -1.44707  0.11
H 6.06027 8.15880 0.19241  0.09
Cl 5.37298 1.22321 -2.90338  -0.57
Cl 1.65729 -3.96010 2.78950  -0.42
Cl 2.62217 5.54482 0.56449  -0.27
Cl -0.77239 2.75774 -3.09683  -0.33
Cl 5.82083 1.31927 3.44321  -0.43

Properties
Electronic energy in a.u.: -7700.72329
Charge: +10
2S+1: 1
Gap between HOMO and LUMO in eV: 2.6